Entry 1:
DFT (ωB97M-V with the def2-TZVPD basis set) results for a cluster of 8 separate species, C27H58BrN9O8 in total in a non-equilibrium geometry.

Output
Kohn-Sham gap = 9.39 eV
SMILES = [H]/N=C/C[C@H]1NC(=O)C[C@@H]1Br.CNC(C)=O.CNC(C)=O.CNC(C)=O.CNC(C)=O.CNC(C)=O.CNC(C)=O.CNC(C)=O
Total charge = 0
E_tot = -4732.25045 Ha
2S+1 = 1
Highest occupied orbital energy = -8.9 eV

```
103
C27H58BrN9O8, DFT ωB97M-V with the def2-TZVPD basis set
Br -5.1018 -0.3382 -4.8060
O -2.1203 -2.1508 2.0317
O -5.4937 -3.0822 -4.8680
O -6.0496 4.3098 -2.0136
O 6.0218 -0.7422 1.6625
O 8.1025 2.1590 6.8435
O 1.5914 -0.1033 -1.5898
O 5.3327 2.9332 2.4723
O -8.9561 -2.2693 -3.4106
N -0.7043 0.9354 -2.9468
N -3.8626 3.4727 -3.1655
N -6.7434 -3.9517 -3.2179
N 3.2244 1.1103 -0.6406
N -10.6626 -1.6540 -4.7334
N -2.7179 -0.0150 2.3808
N 4.7721 -1.6118 3.3126
N 9.7356 3.3727 7.7927
N 3.9371 1.9654 3.9407
C -9.4216 -2.1868 -4.5457
C -5.2039 -5.4218 -4.4479
C 11.0836 3.8474 7.9972
C -7.2453 -4.9823 -2.3401
C 5.0916 2.6246 3.6379
C -11.3758 -1.4729 -5.9756
C 2.7845 0.1913 -1.5466
C -1.4421 -0.5798 0.3565
C 3.4780 1.5214 5.2355
C 4.2703 -2.6424 4.1904
C -8.6646 -2.6578 -5.7554
C -0.6923 1.9124 -3.9478
C -5.8153 1.8959 -3.1880
C -2.1098 -0.9851 1.6404
C 9.2956 2.4536 6.8866
C 4.5725 1.5851 -0.4360
C 10.3058 1.8306 5.9649
C -5.3268 3.3824 -2.6856
C -2.8132 1.3967 2.0935
C -4.8045 1.6544 -4.4981
C -3.4087 2.1194 -3.7528
C -5.8116 -4.0687 -4.2065
C 6.0346 2.9507 4.7617
C 6.3116 -3.0819 2.0826
C -2.0912 2.4970 -4.6511
C 5.7039 -1.7288 2.3240
C 3.7947 -0.4318 -2.4684
H -2.3492 1.9426 2.9184
H 6.9082 3.4753 4.3667
H -1.0027 -1.4589 -0.1217
H 4.2673 0.3404 -3.0816
H -8.3262 -5.0522 -2.4826
H -9.2216 -3.4530 -6.2587
H -0.6430 0.1380 0.5612
H -6.7895 -5.9534 -2.5349
H -1.9159 3.6744 -4.7409
H -4.6821 -5.7628 -3.5495
H -3.3191 1.2936 -2.9034
H -8.4938 -1.8212 -6.4386
H -6.9418 1.7098 -3.4520
H 10.7785 2.6028 5.3516
H 3.2960 -1.1427 -3.1321
H 7.0354 -3.0183 1.2661
H 4.7261 -3.6135 3.9956
H 0.2996 0.7316 -2.6672
H -5.4526 1.1722 -2.3191
H -4.0328 4.0710 -4.0293
H 4.4088 -0.6713 3.4152
H -3.1449 -0.3644 3.2308
H -7.6944 -3.0567 -5.4485
H 3.3423 0.4381 5.1938
H 11.0591 1.2912 6.5457
H 4.1787 1.7694 6.0333
H -10.8064 -1.8219 -6.8374
H 3.3538 1.7813 3.1327
H 5.5334 -3.7961 1.7998
H -2.1778 -0.1463 -0.3267
H -11.5930 -0.4082 -6.0896
H -5.1722 2.3893 -5.3402
H 4.8562 1.3657 0.5960
H 4.5480 -0.9711 -1.8876
H 6.8334 -3.4229 2.9810
H 5.2859 1.1187 -1.1160
H -2.1439 2.1088 -5.7770
H 11.3673 3.6280 9.0292
H 2.4868 1.4851 -0.0554
H -2.3217 1.6653 1.1580
H -5.9821 -6.1360 -4.7307
H 5.5398 3.6016 5.4878
H -11.1097 -1.3597 -3.8729
H 4.5777 2.6668 -0.5886
H 8.9979 3.7475 8.3778
H -12.3151 -2.0271 -5.9110
H 0.3911 2.2744 -4.2754
H -7.1067 -3.0112 -3.1152
H 3.1893 -2.7122 4.0479
H 4.4791 -2.3420 5.2198
H 11.7970 3.3810 7.3172
H -3.8719 1.6605 2.0375
H 6.3734 2.0298 5.2443
H 9.8072 1.1197 5.3011
H 2.5152 1.9975 5.4354
H -4.4801 -5.3582 -5.2644
H -7.0364 -4.6819 -1.3107
H 11.0888 4.9292 7.8446
```

***

Entry 2:
DFT (ωB97M-V with the def2-TZVPD basis set) results for an isolated molecule of C4H6N2O.

Output
Kohn-Sham gap = 8.98 eV
SMILES = Cc1cnc(N)o1
Total charge = 0
E_tot = -340.75797 Ha
2S+1 = 1
Highest occupied orbital energy = -8.1 eV
Relative energy (zero: lowest compared OMol25 entry of this formula, charge and spin) = 1.005 eV

```
13
C4H6N2O, DFT ωB97M-V with the def2-TZVPD basis set
O 0.2834 0.7021 0.4185
N 2.5974 0.5284 -0.2230
N 0.9760 -0.9725 -0.8984
C -2.2856 0.3543 0.0352
C -0.8515 -0.0795 0.0672
C 1.3023 0.0750 -0.2103
C -0.3811 -1.0640 -0.7217
H -2.8055 -0.5909 -0.1601
H 3.0199 1.0208 0.5449
H -0.9487 -1.8244 -1.2371
H -2.4451 1.0223 -0.8229
H 3.1770 -0.1792 -0.6590
H -2.7693 0.7942 0.9097
```

***

Entry 3:
DFT (ωB97M-V with the def2-TZVPD basis set) results for an isolated molecule of C5H8O.

Output
Kohn-Sham gap = 9.21 eV
Total charge = 0
E_tot = -270.39752 Ha
2S+1 = 1
Highest occupied orbital energy = -8.5 eV
Relative energy (zero: lowest compared OMol25 entry of this formula, charge and spin) = 4.364 eV

```
14
C5H8O, DFT ωB97M-V with the def2-TZVPD basis set
O 2.1122 1.1539 -0.3272
C -0.1896 0.5746 0.1725
C 0.4118 -0.5649 0.8031
C -0.6858 -0.8459 -0.4891
C -0.6546 -1.5331 0.9400
C 0.7823 1.5437 -0.5110
H -0.1587 -1.2835 -1.3313
H -1.7330 -0.6542 -0.7123
H -1.1232 1.0384 0.5150
H 0.5504 1.6221 -1.5856
H -0.3682 -2.5814 1.0266
H 0.6122 2.5417 -0.0815
H 2.0445 0.2909 0.1369
H -1.6002 -1.3024 1.4438
```

***

Entry 4:
DFT (ωB97M-V with the def2-TZVPD basis set) results for a cluster of 2 separate species, C19H40N2O10P in total in a non-equilibrium geometry.

Output
Kohn-Sham gap = 7.78 eV
Total charge = +1
E_tot = -1950.96449 Ha
2S+1 = 1
Highest occupied orbital energy = -11.0 eV

```
72
C19H40N2O10P, DFT ωB97M-V with the def2-TZVPD basis set
P -1.2320 3.5087 -0.7438
O 0.7855 3.1965 0.9418
O 5.0076 -3.5732 0.6342
O 4.9121 3.4991 1.2656
O -6.5196 -0.6733 -1.6803
O -6.1492 1.2373 -2.8343
O -0.4782 4.8731 -1.0308
O 4.4763 -4.2200 -2.3165
O 2.9453 -1.7431 -1.3714
O -2.7161 3.9689 -0.4912
O -1.0623 2.5578 -1.8314
N -0.6117 -0.2585 2.8579
N -0.5857 1.1296 2.5051
C 5.9622 -3.8869 -0.3710
C 2.7791 3.0347 2.2600
C -0.5870 2.8729 0.8575
C 3.9830 2.7211 1.4037
C 2.9380 -0.5202 -2.0733
C 3.1647 -4.1217 -1.7938
C -3.3757 1.4923 1.5651
C -5.8333 -0.8158 -3.9850
C -6.3893 0.0573 -0.4686
C 2.4447 -2.8346 -2.1313
C -4.9527 0.3855 -0.1621
C -6.1785 0.0125 -2.7941
C -2.2696 0.9540 0.6632
C 0.7185 1.7770 2.9506
C 1.5246 2.3230 1.7884
C 4.9587 -4.5303 1.6702
C -4.8152 1.1029 1.1657
C -0.8724 1.3954 1.0591
C 5.5056 -3.4312 -1.7385
H 1.9103 -0.1558 -2.1996
H 3.1475 -4.3124 -0.7189
H -1.3192 1.5849 3.0464
H -5.4005 2.0118 1.1467
H 1.8391 1.4704 1.1837
H 4.0831 -4.3119 2.2802
H 5.8525 -4.4780 2.3012
H -3.2850 2.5612 1.6999
H 3.5016 0.2087 -1.4908
H 1.3781 -2.9571 -1.8978
H -7.0129 0.9421 -0.4567
H 6.3549 -3.5481 -2.4145
H 2.6114 -4.9315 -2.2750
H -3.2039 1.0654 2.5566
H -6.1880 -0.2785 -4.8481
H -6.7640 -0.5993 0.3056
H -4.3721 -0.5300 -0.1919
H -0.7712 -0.8356 2.0472
H -0.1696 0.7958 0.4935
H 2.5465 -2.6373 -3.2033
H 0.4482 4.6439 -1.1787
H -2.7281 4.8131 -0.0230
H 3.4183 -0.6235 -3.0509
H 4.8548 -5.5440 1.2695
H 1.2868 1.0073 3.4449
H 3.0261 2.6477 3.2454
H 5.2421 -2.3723 -1.7345
H -1.2818 -0.4360 3.5887
H 6.9013 -3.3746 -0.1261
H -2.2946 -0.1286 0.7315
H -6.2966 -1.7944 -3.9788
H -5.2497 0.4833 1.9420
H 0.4848 2.5817 3.6349
H -2.4142 1.1652 -0.3838
H 2.5984 4.0988 2.3015
H -1.1019 3.4117 1.6629
H -4.7624 -0.9273 -4.0573
H 4.0447 1.7314 0.9108
H 6.1500 -4.9652 -0.3993
H -4.5423 1.0266 -0.9345
```